{
  "formula": "C19H40Br16ClGaNO2",
  "method": "the ωB97M-V functional and the def2-TZVPD basis",
  "elements": ["Br", "Br", "Br", "Br", "Br", "Br", "Br", "Br", "Br", "Br", "Br", "Br", "Br", "Br", "Br", "Br", "Ga", "Cl", "O", "O", "N", "C", "C", "C", "C", "C", "C", "C", "C", "C", "C", "C", "C", "C", "C", "C", "C", "C", "C", "C", "H", "H", "H", "H", "H", "H", "H", "H", "H", "H", "H", "H", "H", "H", "H", "H", "H", "H", "H", "H", "H", "H", "H", "H", "H", "H", "H", "H", "H", "H", "H", "H", "H", "H", "H", "H", "H", "H", "H", "H"],
  "positions_angstrom": [[6.9482, -1.1616, -0.3987], [2.9083, 2.2963, 1.7995], [-2.7934, -3.5057, 4.8464], [9.3524, 0.0328, 2.1327], [-4.0081, -0.4951, -2.2203], [-0.7128, 3.7002, -3.9287], [2.7080, 3.6539, -2.5386], [-4.5025, 4.2346, -1.7601], [0.1990, -2.8201, 2.8128], [-6.9296, -2.6503, -3.5727], [-0.9545, 0.1750, -4.1655], [-4.6960, 7.0204, -4.1780], [-4.6521, -5.3185, -2.4447], [6.3249, 2.3083, 3.1917], [4.9429, -1.2296, 3.1386], [1.9022, -1.9888, 5.0642], [-2.1355, 2.1653, 2.2611], [-1.8517, 3.9309, 0.8191], [-3.7906, 1.4106, 1.8429], [-1.0462, -0.8605, 0.6174], [-0.6176, 0.9840, 1.9801], [-0.3439, 0.1053, 3.1335], [4.1596, -2.9560, 3.5806], [-0.6295, -4.5198, 3.2718], [-1.7686, -1.5235, -3.6780], [-0.1754, 1.0819, -0.4814], [0.0292, 4.6631, -2.4047], [3.6333, 3.2799, 3.3135], [-4.4414, 5.1116, -4.4847], [2.6499, -2.8958, 3.4993], [1.4361, 5.1238, -2.6774], [-0.6792, 0.2929, 0.7717], [-5.2773, 4.2848, -3.5428], [-6.2763, -4.2156, -4.5269], [8.5048, -2.0503, 0.3602], [8.6464, -1.7563, 1.8313], [-3.2716, -1.4476, -3.7478], [-2.1323, -4.4168, 3.2578], [-6.1994, -5.4176, -3.6229], [5.0360, 3.7607, 3.0394], [1.7526, 5.8456, -1.9258], [-3.6328, -0.9414, -4.6400], [8.3325, -3.1137, 0.1983], [-6.0565, -6.3269, -4.2056], [2.2251, -3.8922, 3.5226], [2.3024, -2.3678, 2.6308], [-0.2874, -5.2210, 2.5102], [-2.5860, -5.4074, 3.2879], [-0.9976, 1.3113, -1.1899], [-6.2945, 4.6545, -3.4370], [2.9595, 4.1248, 3.4521], [-1.3871, -2.2433, -4.4018], [-3.3762, 4.9158, -4.3922], [-0.2288, -4.8181, 4.2400], [0.7395, -0.1727, 3.0726], [-5.3160, -3.9454, -4.9594], [-0.0481, 4.0002, -1.5451], [4.5279, -3.2340, 4.5655], [9.3655, -1.7325, -0.2227], [0.2482, 2.0450, -0.1243], [-5.3045, 3.2456, -3.8700], [-1.3982, -1.7790, -2.6872], [-0.6321, 5.5160, -2.2588], [-2.5133, -3.8720, 2.3977], [-0.9152, -0.8678, 3.1434], [-7.0747, -5.5310, -2.9887], [9.3718, -2.4294, 2.2873], [-3.7077, -2.4460, -3.6981], [3.5688, 2.6231, 4.1776], [-3.7047, 0.5343, 1.4408], [-6.9964, -4.3830, -5.3269], [4.5571, -3.6498, 2.8400], [5.3437, 4.4934, 3.7849], [7.7060, -1.8205, 2.3739], [1.5604, 5.5565, -3.6670], [-4.7496, 4.9474, -5.5169], [-2.0996, 2.6194, 3.7978], [-0.5603, 0.6493, 4.0799], [0.6550, 0.5386, -0.9843], [5.1556, 4.1874, 2.0470]],
  "multiplicity": 1,
  "max_force_ev_per_a": 4.8,
  "homo_energy_ha": -0.19856,
  "orbital_gap_ev": 7.1,
  "total_energy_ha": -44522.50044,
  "total_charge": -1
}

{
  "formula": "C28H38N4OP2Pd",
  "method": "the ωB97M-V functional and the def2-TZVPD basis",
  "elements": ["Pd", "P", "P", "O", "N", "N", "N", "N", "C", "C", "C", "C", "C", "C", "C", "C", "C", "C", "C", "C", "C", "C", "C", "C", "C", "C", "C", "C", "C", "C", "C", "C", "C", "C", "C", "C", "H", "H", "H", "H", "H", "H", "H", "H", "H", "H", "H", "H", "H", "H", "H", "H", "H", "H", "H", "H", "H", "H", "H", "H", "H", "H", "H", "H", "H", "H", "H", "H", "H", "H", "H", "H", "H", "H"],
  "positions_angstrom": [[0.6948, -0.3273, -1.2111], [-1.6905, -0.3625, -0.7286], [0.6741, -0.2545, 2.1202], [0.7721, -1.7666, 2.0694], [-2.0267, -1.0836, -2.5979], [0.5165, -0.0104, 3.7582], [2.4146, 0.0822, 1.9384], [-3.1517, -0.9855, -0.0596], [-0.1852, 1.4832, -2.8173], [-1.1478, -1.9789, -4.5194], [2.2983, 0.9385, -3.3415], [2.3230, 1.6508, -1.0008], [-0.2766, -2.7330, -0.4384], [-2.2534, -1.1530, -4.8689], [3.1322, 1.2870, 2.1969], [-0.5699, 0.9844, 1.5057], [0.7626, 0.7326, 5.8585], [4.4232, 1.1801, 1.7153], [-4.2475, -0.1859, 0.3430], [-1.5507, 1.1256, 0.2715], [-5.3937, -0.9387, 0.2716], [-0.2405, -0.8438, 4.6048], [2.8829, 1.9379, -2.3628], [0.4831, -3.1311, 2.7436], [-0.0384, 2.9587, -2.6856], [1.0455, 1.0027, 4.5462], [-0.0008, -0.4945, 5.8945], [4.5425, -0.1026, 1.0998], [0.8500, 0.5688, -3.0682], [-1.0527, -1.9323, -3.1314], [-3.6303, -2.3010, -0.2608], [3.3251, -0.7553, 1.2655], [-5.0084, -2.2804, -0.1132], [-2.7766, -0.6200, -3.6781], [0.4090, 3.3270, -1.2620], [1.2442, 2.3406, -0.5187], [-1.1651, 1.1338, 2.4124], [-4.1196, 0.8423, 0.6669], [-3.6291, 0.0304, -3.4967], [-1.2167, 1.1085, -2.7444], [1.5045, -3.5348, 2.8551], [-0.0640, -3.0137, 3.6864], [-0.8982, -3.4705, -1.0708], [-0.5037, 3.5394, -0.7141], [1.5048, 1.9159, 4.1831], [1.0344, 1.3960, 6.6693], [2.4937, 1.2654, -4.3624], [-2.5067, 1.4417, 0.6548], [5.2085, 1.9306, 1.7738], [1.2482, 2.4915, 0.5495], [-0.9802, 3.5083, -2.8224], [3.9866, 1.8918, -2.3653], [-2.9134, -3.0976, -0.4177], [-0.8923, -2.5742, 0.4139], [2.8444, 0.0010, -3.2216], [-5.6940, -3.0873, -0.3431], [-0.3614, -1.0935, 6.7213], [-0.0843, -3.6717, 1.9634], [-1.2494, 1.8834, -0.4289], [0.6287, 3.3966, -3.4103], [0.9217, 4.2852, -1.2919], [-0.9739, -1.5558, 4.2185], [3.0669, -1.7982, 1.1038], [0.6628, -3.2281, -0.0764], [-2.5966, -0.9591, -5.8747], [-6.4021, -0.5619, 0.3938], [-0.4590, -2.5255, -5.1534], [0.6286, -0.3896, -3.4389], [2.9408, 1.1170, -0.3036], [2.7747, 2.0739, 2.8530], [0.0103, 1.9244, 1.5182], [2.5856, 2.9445, -2.6679], [5.3888, -0.5182, 0.5709], [-0.2764, -2.4012, -2.5423]],
  "e_above_lowest_kcal_mol": 54.2,
  "s2": 6.04,
  "multiplicity": 5,
  "max_force_ev_per_a": 3.5,
  "homo_energy_ha": [-0.43015, -0.48871],
  "orbital_gap_ev": [5.8, 5.0],
  "total_energy_ha": -2193.61964,
  "total_charge": 2
}

{
  "formula": "C30H19IrN6O3S4",
  "method": "the ωB97M-V functional and the def2-TZVPD basis",
  "elements": ["Ir", "S", "S", "S", "S", "O", "O", "O", "N", "N", "N", "N", "N", "N", "C", "C", "C", "C", "C", "C", "C", "C", "C", "C", "C", "C", "C", "C", "C", "C", "C", "C", "C", "C", "C", "C", "C", "C", "C", "C", "C", "C", "C", "C", "H", "H", "H", "H", "H", "H", "H", "H", "H", "H", "H", "H", "H", "H", "H", "H", "H", "H", "H"],
  "positions_angstrom": [[-0.4396, 0.1678, -0.2223], [2.4055, -1.1958, 2.2973], [1.6418, -3.3681, -1.3307], [-0.3824, -2.1116, 0.4200], [3.9685, -2.7232, 0.3985], [0.6139, 0.0856, 4.3294], [4.1298, -4.1284, -1.8251], [-2.2286, 3.5940, -1.1729], [-3.0999, -1.6396, -3.1263], [-0.0101, -0.0789, -2.1819], [-0.7777, 1.5745, 1.4433], [1.2151, -0.0806, 2.0708], [1.0043, -1.8436, -4.8123], [-1.6300, 1.4883, -0.9645], [-1.8856, 1.5410, -2.3927], [0.5833, 2.9782, -5.9484], [0.9244, -4.2490, 2.9268], [1.2876, -2.4822, 0.1096], [0.6357, -3.0268, 3.5308], [1.5287, -0.9455, 4.7813], [-1.8072, 2.6156, -0.3963], [0.5529, 0.4003, 3.0451], [-2.0496, -1.1936, -3.2537], [1.7667, -2.0855, 3.7958], [-0.8326, 2.4075, 3.6773], [-0.0963, -5.1310, 2.6168], [0.2176, -1.2865, -4.1898], [-1.4103, -4.8057, 2.9253], [-1.5921, 3.4936, 3.2672], [1.5002, 3.8126, -5.3253], [-1.6987, -3.6047, 3.5555], [2.3668, -2.1864, 0.8913], [1.1013, 2.6936, -3.2363], [-1.4920, 2.6531, 1.0457], [-0.6040, 0.8948, -3.0308], [1.7630, 3.6676, -3.9693], [-0.7509, -0.5678, -3.3843], [-0.6811, -2.7119, 3.8515], [-0.0807, 2.0036, -5.2161], [-1.9077, 3.6359, 1.9253], [3.4030, -3.5413, -1.0926], [0.1715, 1.8674, -3.8577], [-0.4205, 1.4877, 2.7260], [-2.2604, 3.0328, -2.5616], [2.6519, -2.6247, 4.1408], [-2.7419, 0.8913, -2.5773], [2.4627, -0.4531, 5.0518], [-1.9170, 4.2332, 3.9856], [0.1336, -6.0751, 2.1414], [1.3222, 2.5537, -2.1833], [-3.2727, 3.1786, -2.9226], [-0.7880, 1.3429, -5.7045], [2.4924, 4.3056, -3.4879], [-1.5506, 3.6120, -3.1463], [-2.4705, 4.4829, 1.5580], [-2.2081, -5.4950, 2.6838], [2.0218, 4.5666, -5.8994], [-0.5380, 2.2845, 4.7093], [-2.7205, -3.3577, 3.8103], [1.0650, -1.3462, 5.6792], [1.9514, -4.5114, 2.6966], [-0.9290, -1.7745, 4.3334], [0.3915, 3.0785, -7.0083]],
  "e_above_lowest_kcal_mol": 81.2,
  "s2": 0.76,
  "multiplicity": 2,
  "max_force_ev_per_a": 1.4,
  "homo_energy_ha": [-0.38291, -0.38373],
  "orbital_gap_ev": [6.3, 6.1],
  "total_energy_ha": -3405.59950,
  "total_charge": 1
}

{
  "formula": "C5H8O",
  "method": "the ωB97M-V functional and the def2-TZVPD basis",
  "elements": ["O", "C", "C", "C", "C", "C", "H", "H", "H", "H", "H", "H", "H", "H"],
  "positions_angstrom": [[1.0334, 0.7970, 1.5250], [-1.2986, -0.6272, -0.3800], [0.6435, 0.7922, -0.9978], [-0.0978, -1.2606, 0.3859], [-0.6218, 0.7934, -0.1496], [0.6093, 0.0925, 0.3194], [0.7630, 0.1813, -1.9031], [-2.2887, -0.7940, 0.0513], [1.7386, 1.4301, 1.3385], [-0.3888, -1.4727, 1.4186], [1.1718, 1.7360, -1.0685], [-0.3296, 1.4356, 0.9174], [0.4188, -2.1374, -0.0246], [-1.3532, -0.9662, -1.4325]],
  "e_above_lowest_kcal_mol": 103.9,
  "multiplicity": 1,
  "max_force_ev_per_a": 4.4,
  "homo_energy_ha": -0.32282,
  "orbital_gap_ev": 9.7,
  "total_energy_ha": -270.39228,
  "total_charge": 0,
  "smiles": "O[C@@]12CC[C@@H]1C2"
}